one) 13
Properties=species:S:1:pos:R:3 method="wB97M-V/def2-TZVPD" e_homo_ha="-0.3051 / -0.3051" spin_multiplicity=1 lumo_energy_ha="-0.026 / -0.026" homo_lumo_gap_ev="7.6 / 7.6"
C -0.3908 0.1388 0.1979
C -0.7254 1.1040 -0.8776
C 0.1797 -1.0697 -0.5948
C 0.4316 0.7481 1.3739
N 0.4587 -2.1392 0.0141
N 0.2356 -0.8973 -1.9789
S -0.3893 0.5046 -2.3782
H -1.3188 -0.2246 0.6636
H -1.1376 2.0765 -0.7314
H 1.3875 1.0977 0.9802
H -0.0947 1.5885 1.8114
H 0.6367 -0.0190 2.1113
H 0.7268 -2.9084 -0.5915

two) 13
Properties=species:S:1:pos:R:3 method="wB97M-V/def2-TZVPD" e_homo_ha=-0.3022 spin_multiplicity=1 lumo_energy_ha=0.030 homo_lumo_gap_ev=9.0
C -1.1732 0.0651 -0.9648
C 0.1328 -0.7010 0.8012
C 0.8567 0.5910 1.0761
C 1.0349 -0.1169 -0.2515
H -2.0307 -0.7410 0.7222
H 0.3690 -1.6346 1.3387
H 0.2923 1.5162 1.0591
H 1.7095 0.5269 1.7488
H 1.9656 -0.5728 -0.5506
H 0.3771 0.8683 -2.0542
N -1.1757 -0.6176 0.2129
N 0.1395 0.2355 -1.3184
S -2.4977 0.5809 -1.8195

Computed stability ranking, most favorable first: two), one)

one) 13
Properties=species:S:1:pos:R:3 method="wB97M-V/def2-TZVPD" e_homo_ha="-0.2712 / -0.2732" spin_multiplicity=1 lumo_energy_ha="-0.033 / -0.030" homo_lumo_gap_ev="6.5 / 6.6"
C -1.4634 1.5714 1.0541
C 1.6027 0.1245 -0.1152
C -0.0927 -1.5083 0.0674
C -1.4000 1.0510 -0.1769
N -1.4054 2.0801 2.0901
N 0.9660 -0.9196 -0.6337
S -1.7348 -0.5886 -0.5953
H 2.2533 0.8034 -0.7781
H 1.5658 0.2531 0.9323
H -0.2931 -2.4560 -0.1377
H -0.0124 -1.2413 1.0291
H -1.0319 1.6524 -1.0772
H 1.0458 -0.8222 -1.6589

two) 13
Properties=species:S:1:pos:R:3 method="wB97M-V/def2-TZVPD" e_homo_ha=-0.2794 spin_multiplicity=1 lumo_energy_ha=0.016 homo_lumo_gap_ev=8.0
C -1.1011 -1.5177 0.1238
C -1.4248 1.1644 -0.0645
C 0.1595 -1.1805 0.3642
C -0.1546 1.1360 0.0689
N 1.4319 -1.6933 0.1008
N 1.0457 1.8119 0.1677
S -2.4394 -0.3495 0.1694
H -1.5819 -2.4554 -0.2427
H -2.0983 2.0179 0.0224
H 1.4811 -2.1220 -0.8148
H 2.0853 -0.9589 0.3156
H 0.8748 2.8222 0.2096
H 1.7221 1.3250 -0.4203

Computed stability ranking, most favorable first: one), two)

one) 10
Properties=species:S:1:pos:R:3 method="wB97M-V/def2-TZVPD" e_homo_ha=-0.3344 spin_multiplicity=1 lumo_energy_ha=0.008 homo_lumo_gap_ev=9.3
C -1.0404 0.5562 0.2620
C -0.3240 -0.6386 -0.3383
O 0.8543 -0.8841 0.3874
S 2.2804 -0.7964 -0.4492
Cl 3.1015 0.9483 0.2155
H -0.4647 0.7691 1.2796
H -1.0621 1.5079 -0.2713
H -2.1186 0.5354 0.3997
H -0.1799 -0.5391 -1.3330
H -1.0465 -1.4588 -0.1524

two) 10
Properties=species:S:1:pos:R:3 method="wB97M-V/def2-TZVPD" e_homo_ha=-0.3207 spin_multiplicity=1 lumo_energy_ha=0.015 homo_lumo_gap_ev=9.1
C 1.9305 -0.9008 -0.1661
C -2.2183 0.1139 0.1522
O -2.2983 0.0451 1.4275
S -1.4937 1.5932 -0.4494
Cl 2.0817 0.7812 -0.9413
H 2.1989 -0.8681 0.7924
H 0.8741 -1.1382 -0.2509
H 2.5312 -1.6056 -0.8789
H -2.0250 0.8179 2.0308
H -1.5810 1.1614 -1.7163

Computed stability ranking, most favorable first: one), two)

one) 14
Properties=species:S:1:pos:R:3 method="wB97M-V/def2-TZVPD" e_homo_ha=-0.3312 spin_multiplicity=1 lumo_energy_ha=0.026 homo_lumo_gap_ev=9.7
C 0.0360 -0.0633 -0.1576
C 0.8645 -0.1179 -1.1782
C -0.5017 -0.1723 -1.4587
C -0.3088 1.1350 0.7256
H -0.6498 -2.0480 0.7734
H 0.9933 -1.5582 0.8264
H 1.5388 0.7973 -1.4653
H 1.5043 -1.2110 -1.1321
H -1.0101 -1.1616 -1.7811
H -0.5700 1.8081 3.1077
N 0.1886 -1.2046 0.6715
O -0.1700 2.3015 0.5536
F -1.1322 0.9184 -2.0464
S -0.7827 0.5766 2.5613

two) 14
Properties=species:S:1:pos:R:3 method="wB97M-V/def2-TZVPD" e_homo_ha=-0.3336 spin_multiplicity=1 lumo_energy_ha=0.028 homo_lumo_gap_ev=9.8
C -0.2233 2.3194 -0.4435
C -0.0555 0.8893 -0.7921
C 0.1783 -1.2231 0.9081
C -0.1309 -2.1572 1.7549
H -0.2224 2.9240 -1.3302
H 0.6055 2.6404 0.2339
H -1.1521 2.4972 0.0897
H 1.2303 -0.9905 0.7322
H 0.4912 -2.7361 2.3648
H 0.1012 -1.2016 -1.6999
N 0.7656 0.5949 -1.7172
O 0.8664 -0.7050 -2.0767
F -1.4064 -2.5074 1.9476
S -1.0479 -0.3442 0.0284

three) 14
Properties=species:S:1:pos:R:3 method="wB97M-V/def2-TZVPD" e_homo_ha=-0.3669 spin_multiplicity=1 lumo_energy_ha=0.018 homo_lumo_gap_ev=10.5
C -0.7847 1.5466 0.1724
C 0.4350 -0.4999 -0.3928
C 1.0661 -1.4497 0.6495
C 1.7374 -0.1459 0.2841
H -2.5823 -0.4979 -1.3364
H -1.7854 2.0110 0.3531
H 0.4493 -0.8174 -1.4114
H 0.6346 -1.4882 1.6725
H 1.4669 -2.4009 0.2703
H 1.7148 0.7557 0.9047
N -0.8189 0.1499 0.0014
O 0.2062 2.2272 0.0900
F 2.8717 -0.1611 -0.4974
S -2.2739 -0.7303 -0.0616

Computed stability ranking, most favorable first: three), two), one)